C17H26N4O4S | ωB97M-V with the def2-TZVPD basis set

- Molecular weight: 382.5 g mol⁻¹
- ΔE to the lowest compared entry with this formula, charge and spin: 2.114 eV
- SMILES string: CCOc1ccc(N(CC(=O)NN=C2CCN(C)CC2)S(C)(=O)=O)cc1
- LUMO: 0.60 eV

Last column: Mulliken charge in e.
Element x y z (Å)
C (7.812344, 2.690423, 0.198444)  -1.43
C (6.871236, 1.656398, -0.400111)  -0.26
O (5.570069, 1.934247, 0.076331)  -0.40
C (4.543057, 1.126308, -0.309454)  0.68
C (3.288875, 1.437418, 0.213057)  -1.18
C (2.176775, 0.689356, -0.111334)  -0.16
C (2.283417, -0.405659, -0.969106)  0.35
N (1.185918, -1.208950, -1.300331)  0.11
C (-0.059255, -1.059416, -0.597720)  -1.42
C (-0.854505, 0.160136, -1.029894)  0.47
O (-0.559968, 0.881574, -1.961268)  -0.67
N (-1.971739, 0.391337, -0.296693)  0.13
N (-2.304891, -0.393321, 0.753624)  -0.43
C (-3.383159, -0.245976, 1.410123)  0.35
C (-3.639794, -1.208504, 2.523166)  -0.50
C (-4.972354, -1.944077, 2.241582)  -0.94
N (-6.082052, -1.047234, 2.028951)  0.07
C (-6.589651, -0.426594, 3.232301)  -0.95
C (-5.806837, -0.128534, 0.954332)  -1.05
C (-4.515971, 0.705335, 1.166073)  -0.45
S (1.052752, -1.807167, -2.871104)  1.13
C (1.319853, -0.397480, -3.968235)  -0.88
O (-0.290689, -2.287209, -3.008883)  -0.68
O (2.102976, -2.756156, -3.101649)  -0.68
C (3.538196, -0.718922, -1.483975)  -0.79
C (4.653061, 0.036499, -1.166183)  -0.35
H (8.827025, 2.510685, -0.145164)  0.42
H (7.504500, 3.688520, -0.100674)  0.32
H (7.785936, 2.631135, 1.282980)  0.33
H (6.893067, 1.714883, -1.497570)  0.35
H (7.176968, 0.645258, -0.096708)  0.37
H (3.206063, 2.283272, 0.877121)  0.41
H (1.223557, 0.972967, 0.304293)  0.34
H (-0.665698, -1.936461, -0.837174)  0.56
H (0.108147, -1.042111, 0.481272)  0.65
H (-2.564376, 1.166738, -0.594665)  0.29
H (-3.725771, -0.670101, 3.469683)  0.27
H (-2.820929, -1.921681, 2.594637)  0.38
H (-4.852134, -2.549279, 1.338541)  0.36
H (-5.209586, -2.610369, 3.072727)  0.38
H (-6.865748, -1.208353, 3.938363)  0.31
H (-7.484817, 0.141422, 2.982362)  0.31
H (-5.877753, 0.249503, 3.726964)  0.35
H (-5.696493, -0.712557, 0.035271)  0.35
H (-6.660395, 0.541902, 0.833571)  0.41
H (-4.648064, 1.346512, 2.041010)  0.32
H (-4.358066, 1.345104, 0.296938)  0.29
H (0.623517, 0.376020, -3.671089)  0.31
H (1.124154, -0.742648, -4.974784)  0.41
H (2.346046, -0.074590, -3.859073)  0.35
H (3.639233, -1.574163, -2.131076)  0.67
H (5.603951, -0.245437, -1.589798)  0.38

Cartesian forces (eV/Å) of the 6 atoms listed first:
C -0.369 -0.251 -0.118
C 0.366 0.005 -0.072
O -0.172 0.063 0.092
C -0.206 -0.052 -0.005
C 0.266 -0.005 -0.021
C -0.063 -0.136 -0.119